1.
{
  "formula": "C6H10O",
  "method": "ωB97M-V/def2-TZVPD",
  "species": ["O", "C", "C", "C", "C", "C", "C", "H", "H", "H", "H", "H", "H", "H", "H", "H", "H"],
  "xyz": [[0.7248, 0.2231, -2.5416], [-0.1082, -0.5594, 2.5132], [-0.6668, -0.5161, 1.2806], [-0.0959, -0.0864, 0.0047], [1.3003, 1.2963, -1.5854], [-2.0397, -1.1131, 1.0661], [0.8854, 0.7898, -0.2785], [-0.7807, -0.2632, 3.3629], [0.9922, -0.6364, 2.7318], [-0.5146, -0.6961, -0.8338], [-2.5307, -1.0630, 2.1057], [0.8280, 2.3330, -1.7658], [2.3597, 1.3731, -1.6031], [-1.7812, -2.1363, 0.6114], [1.4155, 0.0659, -3.1591], [-2.7051, -0.8347, 0.2537], [1.2682, 1.2059, 0.6241]],
  "lumo_ev": [-5.0577, -7.7774],
  "spin_multiplicity": 2,
  "energy_ha": -309.4438,
  "total_charge": 1,
  "orbital_gap_ev": [9.69, 7.08],
  "e_above_lowest_kcal_mol": 63.7
}

2.
{
  "formula": "C6H10O2",
  "method": "ωB97M-V/def2-TZVPD",
  "species": ["O", "O", "C", "C", "C", "C", "C", "C", "H", "H", "H", "H", "H", "H", "H", "H", "H", "H"],
  "xyz": [[2.5482, -1.0793, 0.9067], [0.1785, -0.0053, -1.5925], [-0.3836, -1.0665, 0.5285], [2.2235, -0.0816, 0.2584], [-0.0494, 1.4793, 0.2381], [0.2093, 0.1208, -0.2298], [0.1876, 2.4788, -0.5467], [-1.7262, -1.5610, 0.1142], [-2.5654, -0.6495, -0.0953], [-2.2917, -1.9646, 0.9819], [-0.5705, -0.7140, 1.6354], [0.2587, -1.0169, -1.8529], [2.9168, 0.7889, 0.0000], [-0.1939, 1.6495, 1.3527], [0.4452, 2.3867, -1.5995], [0.4498, -1.8969, 0.6722], [-1.8556, -2.2988, -0.7077], [0.2186, 3.4305, -0.0637]],
  "lumo_ev": 0.5382,
  "spin_multiplicity": 1,
  "energy_ha": -384.9588,
  "orbital_gap_ev": 8.62,
  "e_above_lowest_kcal_mol": 90.1
}

3.
{
  "formula": "C6H10O2",
  "method": "ωB97M-V/def2-TZVPD",
  "species": ["O", "O", "C", "C", "C", "C", "C", "C", "H", "H", "H", "H", "H", "H", "H", "H", "H", "H"],
  "xyz": [[-1.7170, 1.0663, -0.5805], [-1.1012, -1.7604, -0.3008], [-0.5360, 0.5844, 0.1170], [-0.1041, -0.7987, -0.3091], [0.3558, 1.7004, 0.6905], [-0.5721, 0.9150, 1.6165], [1.2713, -1.2752, -0.0380], [0.9926, -0.8310, -1.3773], [1.4592, 1.6094, 0.7107], [-0.0059, 2.6945, 0.3164], [1.8332, -0.5239, 0.6003], [-1.9967, 0.2831, -1.0955], [-1.9172, -1.3864, -0.6895], [1.4431, 0.1091, -1.7073], [-1.5335, 1.4208, 1.8623], [-0.2294, 0.1127, 2.3103], [0.8098, -1.5587, -2.2141], [1.5482, -2.3613, 0.0882]],
  "lumo_ev": 0.6630,
  "spin_multiplicity": 1,
  "smiles": "OC1(C2(O)CC2)CC1",
  "energy_ha": -384.9974,
  "orbital_gap_ev": 9.69,
  "e_above_lowest_kcal_mol": 65.9
}

4.
{
  "formula": "C6H10O2",
  "method": "ωB97M-V/def2-TZVPD",
  "species": ["O", "O", "C", "C", "C", "C", "C", "C", "H", "H", "H", "H", "H", "H", "H", "H", "H", "H"],
  "xyz": [[-1.6616, -2.2532, -1.8998], [0.2398, -1.1090, -1.8180], [-1.5126, -0.5367, -0.2279], [2.1068, 1.9813, 0.0137], [-0.5623, -0.5010, 0.9658], [1.4769, 0.8603, 0.3446], [0.2555, 0.7804, 1.1841], [-0.8566, -1.3003, -1.3619], [-1.2372, -2.4822, -2.7334], [1.7034, 2.9639, 0.1967], [-1.1781, -0.6998, 1.8721], [2.9657, 1.8091, -0.6352], [0.1818, -1.3054, 1.0301], [-0.2900, 1.7413, 1.1924], [-1.8101, 0.4382, -0.6182], [0.6371, 0.8355, 2.2450], [-2.3973, -1.1102, 0.0702], [1.9389, -0.1120, 0.1801]],
  "lumo_ev": 0.8236,
  "spin_multiplicity": 1,
  "smiles": "C=CCCCC(=O)O",
  "energy_ha": -385.0796,
  "orbital_gap_ev": 10.13,
  "e_above_lowest_kcal_mol": 14.3
}

5.
{
  "formula": "C6H10O2",
  "method": "ωB97M-V/def2-TZVPD",
  "species": ["O", "O", "C", "C", "C", "C", "C", "C", "H", "H", "H", "H", "H", "H", "H", "H", "H", "H"],
  "xyz": [[-0.9717, 2.0822, 0.9299], [0.9057, 1.9806, -0.9743], [-2.6981, -0.5058, -0.6179], [1.3154, -0.1501, 0.3454], [0.9175, 0.6105, -1.0655], [-1.4290, 0.9671, 1.1517], [-2.0949, 0.1499, 0.1876], [0.9406, -1.6187, 0.2586], [0.2168, 2.2507, -0.2713], [-0.1320, -1.7483, 0.1388], [1.6795, 0.3161, -1.7924], [1.2528, -2.1511, 1.1578], [-3.2046, -1.1088, -1.3178], [1.4209, -2.0851, -0.5970], [-0.0575, 0.2089, -1.3758], [0.9451, 0.2963, 1.2679], [2.3969, -0.0223, 0.4119], [-1.4036, 0.5278, 2.1623]],
  "lumo_ev": -0.7628,
  "spin_multiplicity": 1,
  "smiles": "C#CC=O.CCCO",
  "energy_ha": -384.9788,
  "orbital_gap_ev": 8.59,
  "e_above_lowest_kcal_mol": 77.6
}

6.
{
  "formula": "C6H10O2",
  "method": "ωB97M-V/def2-TZVPD",
  "species": ["O", "O", "C", "C", "C", "C", "C", "C", "H", "H", "H", "H", "H", "H", "H", "H", "H", "H"],
  "xyz": [[-2.3980, -0.8919, -0.2624], [-1.3243, 1.1128, -0.0354], [0.3608, -0.8826, 0.4213], [-2.7229, 0.6772, -0.1326], [2.4834, 0.6165, -0.0290], [-0.9448, -0.9356, -0.1827], [1.5259, -0.3886, -0.4044], [-0.6408, 0.1419, 0.8054], [3.1559, 0.4870, -1.0277], [-1.3707, -0.2736, 1.6982], [-3.2803, 0.6788, 0.8183], [0.6762, -1.3506, 1.2467], [-0.5457, -0.5953, -1.1563], [2.9548, 0.3812, 0.9472], [1.0063, -0.0682, -1.3812], [2.2514, 1.8440, 0.0811], [1.9828, -1.5201, -0.3275], [-3.1701, 0.9672, -1.0792]],
  "lumo_ev": 0.9722,
  "spin_multiplicity": 1,
  "smiles": "CCC1[C@H]2OCO[C@H]12",
  "energy_ha": -384.7723,
  "orbital_gap_ev": 9.50,
  "e_above_lowest_kcal_mol": 207.1
}

7.
{
  "formula": "C6H10O2",
  "method": "ωB97M-V/def2-TZVPD",
  "species": ["O", "O", "C", "C", "C", "C", "C", "C", "H", "H", "H", "H", "H", "H", "H", "H", "H", "H"],
  "xyz": [[1.7010, 0.9711, 0.0253], [-1.4977, -0.3107, -1.0292], [0.1541, 0.9361, -2.3464], [-0.2017, 0.4016, 2.0736], [-0.2117, -1.9857, 1.1349], [-0.2592, 0.2970, -1.0616], [0.5727, 0.1680, 0.0062], [0.4100, -0.8195, 1.0652], [-1.8278, -0.4063, -1.9310], [0.0799, -0.0114, 3.0383], [0.0147, -2.7662, 0.4248], [-1.2846, 0.4251, 1.9909], [2.2778, 0.6248, 0.7192], [0.2109, 1.4034, 2.0008], [-0.9089, -2.2283, 1.9276], [0.1770, 0.1985, -3.1570], [-0.5474, 1.7242, -2.6342], [1.1409, 1.3782, -2.2474]],
  "lumo_ev": 0.5250,
  "spin_multiplicity": 1,
  "smiles": "C=C(C)/C(O)=C(/C)O",
  "energy_ha": -384.9743,
  "orbital_gap_ev": 7.69,
  "e_above_lowest_kcal_mol": 80.4
}

8.
{
  "formula": "C6H10O2",
  "method": "ωB97M-V/def2-TZVPD",
  "species": ["O", "O", "C", "C", "C", "C", "C", "C", "H", "H", "H", "H", "H", "H", "H", "H", "H", "H"],
  "xyz": [[-2.3053, -0.2988, -0.1969], [0.5902, -1.1712, -0.8729], [-1.2572, 0.4394, 0.3506], [-0.4285, 1.1425, -0.7433], [2.1960, 0.2129, 0.0795], [-0.2800, -0.4972, 1.2372], [0.9262, 0.9618, -0.0858], [0.9008, -0.5233, 0.2968], [-0.7286, 2.1897, -0.7980], [-1.9578, -0.9821, -0.7476], [0.5800, -2.1301, -0.6639], [-0.7454, -1.4540, 1.4394], [-0.5386, 0.6566, -1.6838], [-1.6234, 1.2125, 1.0279], [2.6685, -0.2444, -0.7334], [0.0379, 0.0394, 2.1531], [0.8299, 1.4602, 0.9033], [2.8544, 0.5955, 0.8507]],
  "lumo_ev": 0.7118,
  "spin_multiplicity": 1,
  "smiles": "O[C@@H]1C[C@@H]2C[C@@]2(O)C1",
  "energy_ha": -384.9705,
  "orbital_gap_ev": 9.18,
  "e_above_lowest_kcal_mol": 82.8
}

9.
{
  "formula": "C6H10O3",
  "method": "ωB97M-V/def2-TZVPD",
  "species": ["O", "O", "O", "C", "C", "C", "C", "C", "C", "H", "H", "H", "H", "H", "H", "H", "H", "H", "H"],
  "xyz": [[1.9570, 0.0103, -0.4747], [2.5650, 2.0244, 1.0631], [1.1579, 0.9144, 2.5394], [1.0262, 0.4306, 0.1802], [-0.7176, -1.0295, -1.0051], [-1.8397, -1.9949, -0.7461], [-0.3773, 0.0295, 0.0189], [1.3062, 1.4968, 1.2679], [-1.0090, 0.3985, -1.3220], [-2.1687, -2.4444, -1.6816], [1.9548, 0.4078, 2.7404], [0.1448, -1.4650, -1.5020], [-2.6878, -1.4888, -0.2854], [-0.3882, 0.9174, -2.0351], [-0.9878, 0.1505, 0.9038], [-1.5070, -2.7910, -0.0769], [0.5558, 2.2976, 1.2208], [-2.0321, 0.7357, -1.2922], [3.0475, 1.4000, 0.4865]],
  "lumo_ev": 0.8399,
  "spin_multiplicity": 1,
  "smiles": "C[C@H]1C[C@@H]1C(=O)C(O)O",
  "energy_ha": -460.3163,
  "orbital_gap_ev": 10.72,
  "e_above_lowest_kcal_mol": 21.4
}

10.
{
  "formula": "C6H10O3",
  "method": "ωB97M-V/def2-TZVPD",
  "species": ["O", "O", "O", "C", "C", "C", "C", "C", "C", "H", "H", "H", "H", "H", "H", "H", "H", "H", "H"],
  "xyz": [[1.5582, 2.3410, 2.4465], [-0.1100, 1.2819, 0.2237], [2.0715, 2.4709, 0.0364], [-0.6845, -1.1001, 0.8738], [1.7207, 1.6792, 1.4571], [0.0732, -0.6439, -1.4577], [-1.3941, -0.5488, -1.1094], [-1.7556, -1.6542, -0.1147], [-0.3379, -0.0320, -0.1592], [0.5866, 1.8845, -0.4646], [-1.1480, -0.6660, 1.7691], [2.6074, 1.8770, -0.5046], [0.5810, -1.6129, -1.4914], [0.4084, 0.0782, -2.2044], [-1.5919, -2.6800, -0.4751], [0.1322, -1.7721, 1.1782], [-2.7758, -1.5698, 0.2781], [2.1478, 0.6584, 1.4563], [-2.0893, 0.0088, -1.7382]],
  "lumo_ev": 0.5538,
  "spin_multiplicity": 1,
  "smiles": "O[C@@]12CC[C@@H]1C2.O=CO",
  "energy_ha": -460.2071,
  "orbital_gap_ev": 9.60,
  "e_above_lowest_kcal_mol": 89.9
}

11.
{
  "formula": "C6H10O3",
  "method": "ωB97M-V/def2-TZVPD",
  "species": ["O", "O", "O", "C", "C", "C", "C", "C", "C", "H", "H", "H", "H", "H", "H", "H", "H", "H", "H"],
  "xyz": [[-0.7250, -1.7711, 0.9040], [-2.6420, 0.6031, -1.1456], [0.3165, -1.7159, -1.2439], [1.7402, -0.1627, 0.8817], [-1.9922, -0.3413, -0.8389], [0.2500, -0.4418, -1.1600], [0.2505, 1.7337, 0.1069], [-0.8005, -0.4843, 0.7533], [0.4321, 0.2218, 0.1848], [-1.4877, 0.0862, 1.3834], [1.8518, -1.2430, 0.9576], [-2.2647, -1.4079, -1.0420], [-0.1114, -2.0648, -0.1596], [0.1961, 0.1463, -2.0778], [0.2404, 2.1614, 1.1110], [1.0757, 2.1865, -0.4464], [-0.6809, 2.0079, -0.3888], [1.7575, 0.2513, 1.8916], [2.5934, 0.2346, 0.3285]],
  "lumo_ev": -0.2835,
  "spin_multiplicity": 1,
  "energy_ha": -460.2304,
  "orbital_gap_ev": 8.07,
  "e_above_lowest_kcal_mol": 75.3
}

12.
{
  "formula": "C6H10O3S",
  "method": "ωB97M-V/def2-TZVPD",
  "species": ["S", "O", "O", "O", "C", "C", "C", "C", "C", "C", "H", "H", "H", "H", "H", "H", "H", "H", "H", "H"],
  "xyz": [[0.2895, 1.4015, -0.2721], [-0.1180, 2.1684, -1.4139], [1.4790, 1.7106, 0.5577], [-2.0261, -1.3437, -0.4411], [0.2448, -0.4905, -0.7211], [1.2155, -1.1894, 0.1726], [0.4937, -0.7312, -2.1851], [-1.1495, -0.6067, -0.2676], [-0.9533, 0.8320, 2.1916], [-1.2241, 0.9818, 0.7127], [1.4069, -0.7185, 1.1742], [-0.1554, -0.1283, -2.7037], [-1.3262, -0.1432, 2.5642], [-1.9999, 1.5343, 0.4984], [1.6055, -0.4068, -2.3924], [0.8781, -2.1166, 0.4442], [0.4236, -1.8407, -2.4191], [-1.5028, 1.6355, 2.6302], [0.2040, 0.8379, 2.2413], [2.2147, -1.3863, -0.3711]],
  "lumo_ev": 0.4963,
  "spin_multiplicity": 1,
  "smiles": "C[C@@H]1C(=O)C(C)(C)S1(=O)=O",
  "energy_ha": -858.4225,
  "orbital_gap_ev": 10.04,
  "e_above_lowest_kcal_mol": 41.7
}